No. 1
Computed, not measured: a 2-piece molecular cluster, C13H12FNO2 overall, with ωB97M-V with the def2-TZVPD basis set.

Last column: Löwdin charge in e.
CARTESIAN COORDINATES (ANGSTROEM)
F1 -2.7743 0.3149 1.3423  0.047
O1 2.8453 2.5825 -3.5670  0.087
O2 3.6956 2.3490 -1.4423  -0.104
N1 0.1845 3.0293 -1.6859  0.064
C1 -1.1384 2.6246 -1.3915  -0.124
C2 -1.1034 -3.0443 3.0157  -0.098
C3 2.5986 2.3340 -2.3525  -0.345
C4 -2.2286 -0.7826 1.8893  -0.295
C5 -1.0897 -0.6594 2.6694  -0.015
C6 4.2335 0.9723 -1.4377  -0.063
C7 -1.7889 1.2301 -1.3615  -0.042
C8 -2.8141 -2.0185 1.6641  -0.023
C9 -2.2443 -3.1563 2.2264  -0.085
C10 -0.5269 -1.7962 3.2404  -0.081
C11 -0.8251 0.0216 -1.6679  -0.016
C12 0.6246 0.5160 -1.9652  -0.007
C13 1.0906 1.9801 -1.9813  -0.135
H1 -1.1505 -1.0655 -1.6600  0.094
H2 -0.6505 0.3189 2.8261  0.118
H3 3.5124 0.2483 -1.9703  0.084
H4 0.3600 -1.7104 3.8589  0.105
H5 4.3682 0.7039 -0.3241  0.110
H6 -1.8577 3.4875 -1.1268  0.108
H7 -3.7074 -2.0858 1.0541  0.115
H8 -2.6898 -4.1294 2.0490  0.105
H9 -2.9022 1.0539 -1.1330  0.095
H10 1.4139 -0.2837 -2.2111  0.089
H11 5.2258 0.8965 -2.0156  0.109
H12 -0.6610 -3.9312 3.4581  0.101

## Properties
HOMO level = -0.34228 hartree
Frontier orbital gap = 0.344 hartree
SMILES = COC(=O)c1ccccn1.Fc1ccccc1



No. 2
Computed, not measured: BrH16O8 as an isolated structure, with ωB97M-V with the def2-TZVPD basis set.

Last column: Löwdin charge in e.
CARTESIAN COORDINATES (ANGSTROEM)
Br1 0.4316 -0.0702 0.0157  0.716
O1 -2.1192 -0.2341 -2.1738  -0.101
O2 2.5997 -1.7462 -0.9963  -0.110
O3 -0.9638 -2.1019 -1.6977  -0.196
O4 -2.8054 -0.7342 1.4405  -0.062
O5 -0.9776 2.6801 0.6224  -0.081
O6 -0.2149 -0.9953 2.2280  -0.213
O7 3.1045 0.5985 1.2168  -0.108
O8 1.4512 2.5882 -1.8929  -0.041
H1 2.1415 -2.5249 -0.8838  -0.033
H2 1.2010 3.2104 -1.1827  0.045
H3 -0.9071 1.8237 0.2322  -0.108
H4 2.5056 0.2598 0.5748  -0.147
H5 -1.7789 -1.6526 -1.3101  0.001
H6 2.8456 1.3921 1.6872  0.025
H7 0.0949 -0.5507 1.4887  -0.399
H8 -0.3559 -2.4545 -0.9809  0.027
H9 -0.7480 2.7108 1.5306  0.011
H10 -1.8582 -0.8317 1.5208  -0.052
H11 1.0236 1.9364 -1.4769  -0.146
H12 -2.7210 -0.6780 -1.4724  0.082
H13 -1.3898 -0.0714 -1.6232  -0.099
H14 0.2220 -1.8624 2.5125  0.094
H15 2.1632 -0.8804 -0.8674  -0.107
H16 -2.9445 0.1886 1.4882  0.003

## Properties
HOMO level = -0.22545 hartree
Total charge = -1
Frontier orbital gap = 0.342 hartree
Energy relative to the best compared isomer or geometry (same formula, charge and spin) = 110.26 kcal/mol



No. 3
Computed, not measured: C49H43As2FeN8O9P as an isolated structure, with ωB97M-V with the def2-TZVPD basis set.

Last column: Löwdin charge in e.
CARTESIAN COORDINATES (ANGSTROEM)
As1 0.1550 -1.5855 -0.3883  1.382
As2 -1.1463 -5.1020 -0.7851  1.334
Fe1 0.0194 1.2925 0.1038  0.493
P1 0.0159 5.0353 0.0552  0.559
O1 2.9016 -1.9045 -1.4736  0.077
O2 -1.7148 -3.4386 2.7489  0.110
O3 0.1505 3.5716 0.3210  -0.374
O4 2.2945 -5.6071 -2.3737  0.005
O5 1.6109 -6.5843 -0.5243  0.110
O6 0.1473 -2.2119 2.4575  -0.117
O7 3.6519 -3.3512 -0.0046  0.017
O8 -3.3087 -1.5909 -0.8170  0.108
O9 -4.2457 -3.5103 -1.2920  -0.015
N1 2.3669 0.9781 2.4401  0.233
N2 -2.3296 1.7758 -2.2067  0.231
N3 -1.9187 1.3074 0.1002  0.096
N4 0.0114 1.0862 2.0278  0.087
N5 2.3921 1.5901 -2.2264  0.240
N6 -2.3473 1.0636 2.4437  0.236
N7 0.0260 1.5351 -1.8274  0.079
N8 1.9621 1.2246 0.0952  0.075
C1 -0.6443 2.4072 -3.8576  -0.106
C2 0.8106 5.5199 -1.4981  -0.155
C3 5.2773 0.4488 1.4469  0.005
C4 -1.4006 1.3487 5.4011  0.006
C5 -1.1876 -2.6321 0.5923  -0.284
C6 -4.1144 1.0145 0.7597  -0.112
C7 1.2407 -3.2537 -0.5762  -0.278
C8 -5.2851 0.7958 1.4588  0.011
C9 -1.7164 5.5429 -0.0668  -0.159
C10 1.1148 1.1212 2.8207  -0.239
C11 -0.9876 -5.9362 0.9898  -0.262
C12 2.0519 -4.6398 -3.4054  -0.016
C13 0.7129 1.2580 4.2195  -0.105
C14 6.4744 0.5649 -0.6577  -0.052
C15 0.7821 3.2811 -6.0413  -0.055
C16 1.5879 -5.6199 -1.2460  -0.567
C17 2.7428 0.9626 1.1768  -0.232
C18 -2.7189 1.4434 -0.9937  -0.245
C19 1.4325 1.3457 5.3956  0.003
C20 -1.0659 1.8861 -2.5603  -0.253
C21 -4.1167 1.2591 -0.6147  -0.119
C22 0.4729 -2.5108 3.8209  -0.032
C23 2.6670 -2.8230 -0.7160  -0.542
C24 0.7277 -4.4407 -0.8846  -0.320
C25 -3.2299 -2.8055 -0.7872  -0.507
C26 -0.6790 1.4330 6.5859  -0.056
C27 -0.6108 3.3427 -6.0345  -0.055
C28 1.4864 2.7820 -4.9529  0.005
C29 0.7517 2.3485 -3.8643  -0.110
C30 4.1381 0.9515 -0.6320  -0.110
C31 -0.6842 1.2618 4.2220  -0.103
C32 4.1239 0.7522 0.7500  -0.101
C33 2.7618 1.2577 -1.0076  -0.238
C34 -2.0495 -3.4326 -0.1915  -0.277
C35 -6.4783 1.0851 -0.6301  -0.051
C36 0.7772 6.0328 1.3577  -0.164
C37 3.4518 -4.3314 1.0234  -0.011
C38 -6.4734 0.8304 0.7390  -0.053
C39 -1.0043 -2.7856 2.0170  -0.544
C40 1.1404 1.7974 -2.5711  -0.238
C41 -5.2967 1.3051 -1.3293  0.010
C42 -1.3464 2.9056 -4.9395  0.004
C43 -0.5007 -1.6670 -2.2373  -0.245
C44 -4.3639 -4.9210 -1.1327  -0.079
C45 5.3113 0.8679 -1.3556  0.011
C46 6.4576 0.3542 0.7188  -0.054
C47 -1.0900 1.1437 2.8246  -0.226
C48 -2.7213 1.0891 1.1815  -0.222
C49 0.7143 1.4330 6.5829  -0.055
H1 4.0841 -4.0365 1.8573  0.100
H2 -2.4274 2.9517 -4.9268  0.119
H3 -3.8026 -5.4504 -1.9011  0.065
H4 -2.2175 5.2891 0.8675  0.058
H5 -1.2084 1.4997 7.5270  0.110
H6 2.4147 -4.3843 1.3464  0.086
H7 -5.4208 -5.1457 -1.2453  0.100
H8 -2.1813 4.9804 -0.8779  0.050
H9 0.2963 5.0300 -2.3270  0.046
H10 2.1138 -3.6148 -3.0462  0.071
H11 7.4121 0.4924 -1.1925  0.110
H12 2.5146 1.3445 5.3834  0.119
H13 1.2458 1.5013 7.5229  0.110
H14 2.5671 2.7319 -4.9487  0.120
H15 1.0762 -4.8119 -3.8623  0.102
H16 -7.4131 0.6589 1.2472  0.109
H17 -2.4826 1.3445 5.3912  0.120
H18 -1.9514 -5.8678 1.4925  0.032
H19 -4.0311 -5.2475 -0.1446  0.085
H20 -7.4213 1.1117 -1.1598  0.110
H21 1.4664 -2.1053 3.9907  0.094
H22 -0.7139 -6.9790 0.8553  0.029
H23 -5.2982 1.4995 -2.3934  0.120
H24 5.2496 0.2945 2.5175  0.117
H25 -0.7853 -2.6720 -2.5449  0.027
H26 1.8441 5.1726 -1.4730  0.060
H27 0.3110 5.7827 2.3105  0.057
H28 -0.2444 -2.0493 4.4995  0.098
H29 -0.2358 -5.4460 1.6017  0.029
H30 5.3165 1.0297 -2.4252  0.121
H31 -1.1283 3.7331 -6.9007  0.110
H32 -1.8159 6.6112 -0.2581  0.059
H33 0.6634 7.0992 1.1629  0.058
H34 2.8287 -4.8071 -4.1445  0.104
H35 -1.3590 -1.0053 -2.3402  0.015
H36 0.3033 -1.3112 -2.8822  0.036
H37 1.8366 5.7817 1.4102  0.058
H38 1.3218 3.6248 -6.9139  0.110
H39 0.4603 -3.5879 3.9837  0.097
H40 -5.2654 0.6006 2.5227  0.120
H41 0.7900 6.5997 -1.6444  0.059
H42 3.7657 -5.3075 0.6611  0.100
H43 7.3831 0.1161 1.2263  0.109

## Properties
HOMO level (spin up / spin down) = -0.33363 / -0.37996 hartree
Total charge = +1
Frontier orbital gap (spin up / spin down) = 0.190 / 0.202 hartree
2S+1 = 6



No. 4
Computed, not measured: one molecule with the formula C19H24N2O2, with ωB97M-V with the def2-TZVPD basis set.

Last column: Löwdin charge in e.
CARTESIAN COORDINATES (ANGSTROEM)
O1 -1.2008 1.9940 -4.8036  0.062
O2 -3.5353 -1.0690 -3.0188  0.067
N1 -2.8929 -0.1076 -1.0827  -0.042
N2 0.0422 0.6454 1.0305  0.046
C1 3.7799 -0.5540 2.5180  -0.255
C2 3.1752 -1.2553 1.4868  -0.047
C3 1.8633 0.8931 2.5637  0.007
C4 3.7155 1.3341 4.1792  -0.046
C5 -1.9671 0.6931 -0.3228  -0.104
C6 -2.4493 2.3409 -2.9969  -0.021
C7 -2.3091 0.9335 -3.1885  -0.100
C8 3.1051 0.5435 3.0617  -0.241
C9 -2.9479 -0.1705 -2.4382  -0.400
C10 -1.5326 -1.2795 1.1668  -0.144
C11 -3.5486 -1.1388 -0.3037  -0.143
C12 -0.8756 -0.1948 0.2998  -0.315
C13 -2.5232 -2.0792 0.3267  -0.160
C14 1.9353 -0.9021 0.9884  -0.033
C15 -1.5486 0.7861 -4.3207  -0.252
C16 -1.7576 2.9254 -4.0071  -0.105
C17 5.1246 -0.9658 3.0366  -0.055
C18 1.2545 0.1886 1.5232  -0.263
C19 -1.0693 -0.4376 -5.0101  0.014
H1 -2.5167 1.2056 0.4777  0.137
H2 -3.0150 2.8336 -2.2327  0.115
H3 -0.7624 -1.9322 1.5821  0.113
H4 -0.4194 1.2924 1.6559  0.129
H5 -2.0543 -0.8019 2.0011  0.122
H6 1.3434 1.7423 2.9884  0.112
H7 -0.0323 -0.6499 -4.7477  0.089
H8 -1.5928 3.9526 -4.2637  0.120
H9 -1.4971 1.4407 -0.9598  0.116
H10 4.6700 1.7586 3.8696  0.083
H11 -3.0361 -2.8185 0.9430  0.113
H12 -1.1257 -0.3023 -6.0877  0.089
H13 -4.1437 -0.6544 0.4789  0.129
H14 1.5096 -1.4795 0.1831  0.100
H15 -4.2121 -1.6842 -0.9764  0.120
H16 3.6855 -2.1062 1.0573  0.109
H17 5.4947 -1.8326 2.4948  0.073
H18 5.0704 -1.2182 4.0957  0.079
H19 5.8458 -0.1561 2.9265  0.080
H20 -1.6933 -1.2758 -4.7144  0.079
H21 -1.9908 -2.6070 -0.4669  0.121
H22 3.9025 0.6965 5.0428  0.083
H23 -0.3266 -0.6723 -0.5191  0.147
H24 3.0591 2.1454 4.4834  0.074

## Properties
HOMO level = -0.28038 hartree
Frontier orbital gap = 0.308 hartree
Energy relative to the best compared isomer or geometry (same formula, charge and spin) = 10.85 kcal/mol
SMILES = Cc1ccc(N[C@H]2CCCN(C(=O)c3ccoc3C)C2)cc1C



No. 5
Computed, not measured: a 2-piece molecular cluster, C5H14 overall, with ωB97M-V with the def2-TZVPD basis set.

Last column: Löwdin charge in e.
CARTESIAN COORDINATES (ANGSTROEM)
C1 -1.0781 -1.5803 -1.9734  -0.170
C2 0.7161 0.4135 2.0644  -0.323
C3 1.5691 1.3917 1.2945  -0.131
C4 -0.6603 0.1555 1.4788  -0.127
C5 -0.3494 -0.2753 -2.2342  -0.172
H1 -1.2057 1.0364 1.1263  0.076
H2 0.5695 -0.4871 -2.8003  0.065
H3 -0.8488 -2.0575 -1.0203  0.055
H4 -0.9417 -2.2036 -2.8541  0.062
H5 -1.3123 -0.4485 2.1099  0.070
H6 -0.8858 0.4366 -2.8545  0.064
H7 -0.5902 -0.4448 0.5657  0.034
H8 1.1761 -0.5758 2.1304  0.101
H9 -2.1620 -1.4623 -1.8785  0.063
H10 1.9413 0.9972 0.3425  0.066
H11 0.0826 0.2659 -1.3994  0.032
H12 0.6255 0.7926 3.0848  0.097
H13 2.4046 1.8072 1.8491  0.064
H14 0.9496 2.2386 0.9682  0.072

## Properties
HOMO level = -0.41265 hartree
Frontier orbital gap = 0.455 hartree
Energy relative to the best compared isomer or geometry (same formula, charge and spin) = 8.41 kcal/mol
SMILES = CCC.CC



No. 6
Computed, not measured: a 4-piece molecular cluster, C19H36BrN4O4P2S overall, with ωB97M-V with the def2-TZVPD basis set.

Last column: Löwdin charge in e.
CARTESIAN COORDINATES (ANGSTROEM)
Br1 -0.0776 3.2089 -0.2415  0.274
S1 0.5916 0.0024 -1.7435  0.514
P1 -0.3656 -1.9355 -2.1005  0.676
P2 -0.9417 1.4977 -1.5211  0.383
O1 -1.3832 2.1282 -3.0836  -0.394
O2 3.7877 0.0408 -0.5714  0.025
O3 4.0869 0.9627 -2.7580  -0.095
O4 0.0308 -2.4160 -3.5976  -0.523
N1 0.3673 -3.3825 -4.8639  0.091
N2 -3.4884 0.2151 0.0016  0.131
N3 2.5056 7.2742 2.1653  0.138
N4 0.9905 3.4378 5.0505  0.086
C1 1.6404 0.2623 -3.2620  -0.396
C2 4.0490 -0.1166 -1.8085  -0.227
C3 -5.4565 -2.4329 1.9278  -0.104
C4 2.2550 3.7108 3.5280  -0.239
C5 0.5547 -4.2143 -5.6446  -0.055
C6 3.1399 3.8362 2.2859  -0.256
C7 -4.3004 -3.0015 1.1145  -0.264
C8 0.2469 3.3876 5.9366  -0.087
C9 3.9826 5.1126 2.2749  -0.197
C10 3.1569 6.3243 2.2086  -0.235
C11 0.7804 -5.2744 -6.6343  -0.168
C12 -0.7020 3.3155 7.0546  -0.176
C13 -0.5708 2.0130 7.8449  -0.265
C14 -3.0579 -2.1099 1.1330  -0.198
C15 -0.9224 0.7779 7.0250  -0.115
C16 -1.4916 -5.0424 -7.7634  -0.108
C17 -3.2951 -0.8094 0.4944  -0.246
C18 2.7550 1.4233 -3.1296  -0.198
C19 0.0219 -5.0227 -7.9384  -0.261
H1 -1.8368 2.9911 -2.8515  0.070
H2 0.1697 -2.8798 -1.1596  0.009
H3 0.4472 1.9089 8.2353  0.115
H4 0.9100 0.5745 -4.1198  0.117
H5 -1.7814 -1.8396 -1.8842  -0.004
H6 3.8123 2.9714 2.2482  0.107
H7 -1.9843 -4.8924 -8.7273  0.078
H8 -1.7253 3.4239 6.6814  0.123
H9 -1.8260 -6.0008 -7.3564  0.079
H10 4.6213 5.1455 3.1633  0.121
H11 0.2995 -5.7980 -8.6602  0.114
H12 -2.2466 -2.6229 0.6051  0.091
H13 2.8593 3.7272 4.4370  0.088
H14 -5.7981 -1.4762 1.5233  0.075
H15 -4.0346 -3.9818 1.5247  0.113
H16 -2.7202 -1.9619 2.1636  0.127
H17 2.4109 2.3150 -2.4557  0.137
H18 -6.3045 -3.1222 1.9102  0.079
H19 1.8516 -5.3335 -6.8537  0.124
H20 -0.5209 4.1585 7.7297  0.122
H21 -1.9452 0.8407 6.6422  0.075
H22 -1.2406 2.0591 8.7104  0.111
H23 -5.1637 -2.2809 2.9705  0.080
H24 4.6500 5.0891 1.4068  0.114
H25 -4.6317 -3.1668 0.0836  0.113
H26 2.0741 -0.7657 -3.6099  0.115
H27 0.3225 -4.0625 -8.3710  0.115
H28 -1.8275 -4.2471 -7.0919  0.071
H29 1.5287 4.5232 3.5786  0.077
H30 -0.2439 0.6545 6.1762  0.069
H31 2.5113 3.7907 1.3890  0.060
H32 4.2594 -1.2132 -2.1541  0.174
H33 -0.8459 -0.1198 7.6440  0.074
H34 1.7057 2.7710 3.4984  0.067
H35 0.4900 -6.2429 -6.2146  0.127
H36 2.8636 1.8904 -4.1955  0.157

## Properties
HOMO level = -0.40414 hartree
Total charge = +1
Frontier orbital gap = 0.250 hartree



Record order is preserved below.
F_max: 5.9, 9.0, 0.8, 1.1, 1.5, 8.9 eV Å⁻¹
Record order is preserved below.
Total energy: -807.50980, -3185.49963, -9084.75808, -998.41709, -198.87576, -4919.88391 hartree